ORCA calculation (ωB97M-V/def2-TZVPD) on a molecular structure, C38H56AsBr3N3O2SSi4Yb.

Positions of all 109 atoms, in Å:
Yb1 -1.313 0.076 -0.098
C1 -5.624 -0.037 1.463
C2 -4.174 0.047 1.252
N1 -3.659 0.234 0.074
O1 -4.520 0.612 -0.897
C3 -3.331 -0.131 2.399
C4 -3.958 0.128 3.771
N2 -2.073 -0.384 2.190
O2 -1.260 -0.529 3.365
H1 -6.155 0.021 0.534
H2 -6.023 0.702 2.187
H3 -5.885 -1.049 1.853
H4 -3.952 1.164 -1.503
H5 -4.385 1.128 3.897
H6 -3.236 0.032 4.590
H7 -4.803 -0.581 4.002
Br1 -2.826 3.131 2.374
C5 -2.802 4.584 1.241
Br2 -2.001 2.256 -1.904
H8 -2.004 4.579 0.493
H9 -3.501 5.281 1.609
S1 0.355 -2.909 -0.456
C6 0.144 -4.041 -1.782
C7 0.817 -5.311 -1.832
C8 0.693 -6.139 -2.925
C9 -0.094 -5.725 -4.026
C10 -0.785 -4.505 -3.970
C11 -0.723 -3.671 -2.845
As1 -1.664 -1.977 -2.331
C12 -3.141 -2.067 -3.748
C13 -4.459 -2.181 -3.230
C14 -5.527 -2.392 -4.114
C15 -5.300 -2.441 -5.480
C16 -4.006 -2.351 -5.994
C17 -2.947 -2.202 -5.110
C18 -0.531 -0.858 -3.416
C19 -1.082 0.038 -4.222
C20 -0.321 0.669 -5.250
C21 1.030 0.633 -5.290
C22 1.794 -0.254 -4.364
C23 0.953 -1.038 -3.357
H10 1.330 -5.607 -0.918
H11 1.251 -7.080 -3.000
H12 -0.088 -6.290 -4.941
H13 -1.405 -4.170 -4.840
H14 -4.662 -1.895 -2.223
H15 -6.506 -2.542 -3.718
H16 -6.096 -2.580 -6.181
H17 -3.831 -2.391 -7.079
H18 -1.943 -2.137 -5.520
H19 -2.163 0.263 -4.083
H20 -0.837 1.273 -6.004
H21 1.473 1.318 -6.008
H22 2.497 -0.950 -4.840
H23 1.292 -2.118 -3.253
C24 4.057 0.148 -3.256
C25 2.579 0.527 -3.220
C26 2.351 2.023 -3.047
C27 1.736 2.497 -1.936
C28 1.159 1.580 -0.957
Br3 0.603 2.409 0.905
N3 1.080 0.308 -1.089
C29 1.786 -0.355 -2.179
H24 4.376 0.341 -4.363
H25 4.251 -0.959 -3.088
H26 4.681 0.773 -2.622
H27 2.705 2.732 -3.811
H28 1.534 3.559 -1.849
H29 2.389 -1.204 -1.804
C30 1.340 3.251 6.231
Si1 1.808 3.761 4.493
C31 3.491 4.636 4.647
C32 0.528 4.974 3.807
Si2 2.026 2.004 2.948
Si3 4.097 1.714 1.812
C33 4.638 3.365 1.051
C34 3.972 0.276 0.621
C35 5.443 1.131 3.007
Si4 -0.370 -1.964 3.648
C36 1.259 -1.791 2.661
C37 0.110 -1.752 5.434
C38 -1.467 -3.452 3.117
H30 1.645 3.962 6.971
H31 1.764 2.292 6.570
H32 0.251 3.188 6.256
H33 3.371 5.512 5.273
H34 4.068 4.952 3.748
H35 4.176 3.998 5.176
H36 -0.315 4.972 4.500
H37 0.168 4.675 2.817
H38 0.938 6.007 3.794
H39 3.819 4.029 0.740
H40 5.200 3.115 0.186
H41 5.293 3.880 1.729
H42 3.695 0.645 -0.363
H43 3.329 -0.548 0.970
H44 4.950 -0.151 0.501
H45 5.813 1.924 3.691
H46 6.250 0.755 2.389
H47 5.100 0.204 3.543
H48 1.129 -1.495 1.619
H49 1.782 -2.760 2.672
H50 1.928 -1.132 3.211
H51 1.097 -2.107 5.646
H52 -0.629 -2.150 6.138
H53 0.105 -0.681 5.580
H54 -1.275 -3.663 2.081
H55 -2.541 -3.182 3.242
H56 -1.310 -4.411 3.615

Properties
Kohn-Sham gap (spin up / spin down) ... 5.0 / 5.0 eV
Electronic energy ... -393716.7100 eV
<S²> ... 0.7550
Energy above the lowest of the compared OMol25 structures with the same formula, charge and spin ... 1.239 eV
Spin multiplicity ... 2

=====

ORCA calculation (ωB97M-V/def2-TZVPD) on C3H3FN2O in the gas phase.

Positions of all 10 atoms, in Å:
H1 -0.088 1.651 -0.845
N1 0.415 0.791 -0.764
C1 -0.229 0.087 0.068
C2 0.115 -1.301 0.359
C3 -0.893 -2.322 0.539
O1 -1.666 -3.109 0.102
N2 -0.338 -1.700 1.693
F1 0.611 -2.529 2.336
H2 -0.945 0.355 0.870
H3 1.074 -1.808 -0.001

Properties
Kohn-Sham gap ... 10.1 eV
SMILES ... [H]/N=C/[C@@H]1C(=O)N1F
Electronic energy ... -10899.9819 eV
Energy above the lowest of the compared OMol25 structures with the same formula, charge and spin ... 4.906 eV

=====

ORCA calculation (ωB97M-V/def2-TZVPD) on a molecular structure, C52H53N4O3P2S2SiZr.

Positions of all 118 atoms, in Å:
Zr1 0.078 0.503 0.067
C1 0.718 -3.100 1.523
Si1 0.709 -1.269 1.973
C2 -0.689 -1.225 3.249
C3 -0.497 -1.691 4.554
C4 -1.570 -2.013 5.369
C5 -2.869 -1.911 4.881
C6 -3.088 -1.431 3.603
C7 -2.007 -1.048 2.797
P1 -2.333 -0.295 1.165
C8 -3.515 -1.422 0.353
C9 -3.474 -2.785 0.652
C10 -4.295 -3.674 -0.018
C11 -5.150 -3.217 -1.013
C12 -5.188 -1.866 -1.327
C13 -4.373 -0.968 -0.648
C14 -3.403 1.173 1.475
C15 -4.012 1.433 2.693
C16 -4.878 2.516 2.833
C17 -5.156 3.340 1.756
C18 -4.533 3.104 0.536
C19 -3.655 2.042 0.410
C20 2.439 -1.003 2.688
C21 3.013 -1.967 3.526
C22 4.335 -1.873 3.937
C23 5.121 -0.820 3.488
C24 4.576 0.145 2.656
C25 3.241 0.064 2.268
P2 2.414 1.420 1.354
C26 2.213 2.616 2.736
C27 2.379 3.986 2.551
C28 2.173 4.867 3.607
C29 1.790 4.387 4.850
C30 1.600 3.023 5.033
C31 1.809 2.142 3.984
C32 3.672 2.234 0.298
C33 3.502 2.220 -1.087
C34 4.423 2.818 -1.938
C35 5.532 3.458 -1.406
C36 5.710 3.497 -0.028
C37 4.789 2.896 0.817
H1 0.760 -3.694 2.441
H2 1.588 -3.352 0.909
H3 -0.186 -3.408 0.985
H4 0.514 -1.821 4.933
H5 -1.396 -2.379 6.374
H6 -3.711 -2.204 5.499
H7 -4.100 -1.361 3.223
H8 -2.779 -3.160 1.394
H9 -4.242 -4.733 0.198
H10 -5.764 -3.925 -1.556
H11 -5.848 -1.506 -2.107
H12 -4.437 0.083 -0.896
H13 -3.806 0.814 3.554
H14 -5.335 2.712 3.795
H15 -5.844 4.170 1.867
H16 -4.727 3.750 -0.313
H17 -3.131 1.929 -0.531
H18 2.422 -2.822 3.844
H19 4.755 -2.627 4.591
H20 6.161 -0.750 3.784
H21 5.211 0.946 2.303
H22 2.654 4.375 1.579
H23 2.316 5.932 3.453
H24 1.642 5.074 5.677
H25 1.288 2.643 6.000
H26 1.645 1.083 4.140
H27 2.629 1.748 -1.515
H28 4.276 2.786 -3.012
H29 6.249 3.942 -2.061
H30 6.572 4.002 0.393
H31 4.930 2.972 1.888
S1 -0.619 2.531 1.578
C38 -0.144 3.396 0.160
C39 -0.087 4.793 0.089
C40 0.252 5.388 -1.105
C41 0.533 4.594 -2.224
C42 0.481 3.235 -2.078
N1 0.159 2.637 -0.915
H32 -0.321 5.367 0.977
H33 0.296 6.469 -1.182
H34 0.784 5.031 -3.182
H35 0.701 2.580 -2.914
C43 3.759 -1.556 -3.080
C44 3.742 -1.889 -1.586
C45 3.296 -3.330 -1.365
C46 5.124 -1.666 -0.982
N2 2.844 -0.977 -0.821
N3 1.572 -0.763 -1.454
H36 4.558 -2.119 -3.568
H37 3.960 -0.490 -3.248
H38 2.829 -1.837 -3.584
H39 3.949 -4.012 -1.912
H40 2.273 -3.507 -1.724
H41 3.344 -3.579 -0.303
H42 5.843 -2.347 -1.437
H43 5.102 -1.848 0.096
H44 5.469 -0.639 -1.155
H45 3.305 -0.085 -0.773
H46 1.150 -1.682 -1.494
H47 1.708 -0.496 -2.423
N4 -1.191 0.225 -1.938
C47 -1.389 -1.178 -2.333
C48 -1.071 -2.165 -1.415
C49 -1.275 -3.496 -1.721
C50 -1.801 -3.836 -2.967
C51 -2.107 -2.843 -3.891
C52 -1.905 -1.505 -3.571
S2 -2.204 -5.571 -3.274
O1 -1.071 -6.277 -2.715
O2 -3.435 -5.719 -2.514
O3 -2.357 -5.647 -4.708
H48 -0.929 0.754 -2.757
H49 -2.102 0.599 -1.677
H50 -0.638 -1.893 -0.447
H51 -1.026 -4.297 -1.029
H52 -2.499 -3.140 -4.858
H53 -2.147 -0.721 -4.285

Properties
Kohn-Sham gap ... 5.7 eV
Electronic energy ... -116290.0792 eV
Energy above the lowest of the compared OMol25 structures with the same formula, charge and spin ... 0.347 eV
Total charge ... +1

=====

ORCA calculation (ωB97M-V/def2-TZVPD) on 6 unconnected molecules or ions with the total composition C21H59N7O6.

Positions of all 93 atoms, in Å:
C1 1.414 5.530 -4.094
O1 1.332 5.868 -2.714
C2 1.891 4.952 -1.710
C3 2.467 5.637 -0.480
C4 3.452 6.719 -0.751
N1 3.097 4.754 0.500
H1 0.819 4.618 -4.131
H2 2.469 5.436 -4.349
H3 1.056 6.380 -4.675
H4 1.123 4.263 -1.358
H5 2.595 4.274 -2.192
H6 1.703 6.187 0.070
H7 2.979 7.382 -1.476
H8 4.186 6.215 -1.380
H9 3.907 7.138 0.146
H10 3.490 5.236 1.296
H11 3.849 4.217 0.092
C5 -0.573 -4.782 5.996
O2 0.277 -5.713 6.698
C6 0.662 -6.839 6.055
C7 -0.275 -8.044 6.193
C8 -0.142 -8.797 7.573
N2 -0.026 -9.095 5.127
H12 -0.145 -4.585 5.013
H13 -0.623 -3.858 6.572
H14 -1.502 -5.352 5.973
H15 0.910 -6.614 5.018
H16 1.619 -7.229 6.401
H17 -1.295 -7.702 6.016
H18 0.915 -9.034 7.697
H19 -0.816 -9.645 7.696
H20 -0.318 -8.082 8.377
H21 0.743 -9.724 5.309
H22 -0.783 -9.754 5.019
C9 -3.644 7.631 -0.096
O3 -4.275 6.787 0.924
C10 -3.455 5.862 1.479
C11 -3.880 5.616 2.918
C12 -3.818 6.877 3.857
N3 -3.234 4.605 3.633
H23 -3.130 8.445 0.417
H24 -4.426 7.946 -0.787
H25 -2.981 7.083 -0.765
H26 -3.776 4.964 0.951
H27 -2.377 6.014 1.438
H28 -4.956 5.443 2.956
H29 -2.762 7.144 3.912
H30 -4.135 6.800 4.897
H31 -4.374 7.719 3.447
H32 -2.606 5.024 4.304
H33 -4.001 4.280 4.203
C13 2.202 -5.393 -1.408
O4 3.411 -4.560 -1.456
C14 4.344 -5.052 -0.496
C15 5.556 -4.048 -0.447
C16 6.491 -4.282 -1.642
N4 6.292 -4.155 0.843
H34 2.457 -6.375 -1.807
H35 1.544 -5.032 -2.199
H36 1.755 -5.727 -0.471
H37 3.888 -5.109 0.492
H38 4.497 -6.058 -0.886
H39 5.223 -3.011 -0.431
H40 5.915 -4.256 -2.567
H41 6.907 -5.265 -1.419
H42 7.326 -3.593 -1.514
H43 5.665 -3.797 1.550
H44 7.009 -3.443 0.830
C17 -2.120 0.043 -8.822
O5 -3.065 0.498 -7.867
C18 -3.599 -0.487 -7.035
C19 -4.153 0.094 -5.712
C20 -3.087 0.241 -4.719
N5 -5.200 -0.743 -5.098
H45 -1.610 0.967 -9.097
H46 -2.431 -0.203 -9.837
H47 -1.358 -0.616 -8.405
H48 -4.474 -0.856 -7.571
H49 -3.074 -1.424 -6.848
H50 -4.503 1.097 -5.956
H51 -3.522 0.872 -3.945
H52 -2.210 0.768 -5.095
H53 -2.853 -0.660 -4.150
H54 -5.874 -0.909 -5.832
H55 -5.683 0.024 -4.654
N6 -0.154 0.757 1.744
C21 -0.414 -0.066 0.834
N7 0.538 -0.044 -0.109
O6 -1.478 -0.733 0.763
H56 -1.010 1.137 2.122
H57 0.710 1.219 1.989
H58 0.296 -0.710 -0.828
H59 1.220 0.700 -0.057

Properties
Kohn-Sham gap ... 9.4 eV
SMILES ... COC[C@H](C)N.COC[C@H](C)N.COC[C@H](C)N.COC[C@H](C)N.COC[C@H](C)N.NC(N)=O
Electronic energy ... -45442.5606 eV
Energy above the lowest of the compared OMol25 structures with the same formula, charge and spin ... 6.021 eV

=====

ORCA calculation (ωB97M-V/def2-TZVPD) on 10 unconnected molecules or ions with the total composition H21NO9.

Positions of all 31 atoms, in Å:
N1 2.712 -0.473 -0.534
H1 1.768 -0.806 -0.556
H2 2.726 0.246 -1.254
H3 3.276 -1.265 -0.823
O1 0.063 -2.062 0.564
H4 0.829 -2.636 0.709
H5 0.341 -1.379 1.250
O2 -1.090 -1.456 -1.817
H6 -1.789 -2.102 -1.956
H7 -0.713 -1.619 -0.937
O3 0.855 2.767 0.088
H8 0.343 3.204 -0.595
H9 0.194 2.278 0.608
O4 -1.552 1.958 1.172
H10 -2.155 2.655 1.447
H11 -2.090 1.364 0.607
O5 2.956 1.275 1.856
H12 3.053 0.702 1.073
H13 2.685 2.140 1.533
O6 0.799 1.060 -2.897
H14 0.155 1.659 -2.519
H15 0.602 0.156 -2.638
O7 -2.553 -3.308 0.245
H16 -1.743 -2.774 0.316
H17 -3.226 -2.682 0.536
O8 -2.846 0.798 -0.920
H18 -2.372 0.131 -1.440
H19 -3.766 0.540 -0.839
O9 0.907 -0.501 2.513
H20 0.138 -0.094 2.928
H21 1.491 0.225 2.282

Properties
Kohn-Sham gap ... 10.7 eV
SMILES ... N.O.O.O.O.O.O.O.O.O
Electronic energy ... -20260.0206 eV
Energy above the lowest of the compared OMol25 structures with the same formula, charge and spin ... 0.000 eV

=====

ORCA calculation (ωB97M-V/def2-TZVPD) on a molecular structure, C31H30N3O3PtS4.

Positions of all 72 atoms, in Å:
Pt1 -0.985 -0.269 -0.966
C1 0.685 -3.574 1.396
C2 -0.195 -2.673 0.799
N1 0.230 -1.600 0.161
C3 1.550 -1.400 0.131
C4 2.532 -2.279 0.634
C5 2.073 -3.448 1.255
C6 3.896 -2.034 0.266
C7 4.292 -0.830 -0.357
C8 3.318 0.097 -0.858
C9 3.624 1.287 -1.482
C10 2.601 2.191 -1.709
C11 1.301 1.818 -1.535
N2 0.935 0.605 -1.029
C12 1.931 -0.224 -0.665
H1 0.171 -4.382 1.915
H2 -1.303 -2.895 0.767
H3 2.813 -4.097 1.763
H4 4.536 -2.873 0.562
H5 5.322 -0.529 -0.543
H6 4.657 1.565 -1.571
H7 2.771 3.193 -2.176
H8 0.443 2.397 -1.856
C13 1.043 0.136 5.172
C14 1.737 1.190 4.276
C15 2.788 0.497 3.447
C16 2.447 2.283 5.079
C17 0.607 1.838 3.447
C18 -0.116 2.933 3.941
C19 -1.224 3.437 3.268
C20 -1.679 2.692 2.145
S1 -3.257 2.921 1.349
C21 -2.826 1.495 0.396
N3 -1.604 0.952 0.563
C22 -0.955 1.587 1.638
C23 0.214 1.196 2.281
C24 -3.601 0.957 -0.674
C25 -4.848 1.395 -1.165
C26 -5.392 0.821 -2.320
C27 -4.714 -0.236 -2.944
C28 -3.504 -0.776 -2.466
C29 -2.970 -0.117 -1.393
H9 1.754 -0.233 5.968
H10 0.754 -0.765 4.596
H11 0.140 0.445 5.706
H12 3.513 0.030 4.071
H13 3.217 1.298 2.794
H14 2.300 -0.290 2.874
H15 3.406 1.829 5.382
H16 1.879 2.523 5.961
H17 2.702 3.090 4.416
H18 0.158 3.329 4.937
H19 -1.643 4.434 3.582
H20 0.831 0.438 1.770
H21 -5.357 2.229 -0.715
H22 -6.310 1.117 -2.759
H23 -5.058 -0.538 -3.950
H24 -3.015 -1.624 -2.883
O1 -1.557 -4.472 -4.476
S2 -2.081 -5.185 -3.337
O2 -3.438 -5.691 -3.387
O3 -1.349 -5.317 -2.108
S3 -0.495 -1.565 -2.948
C30 -0.111 -0.892 -5.818
S4 -0.385 0.010 -4.287
C31 -1.965 0.906 -4.489
H25 -1.002 -1.463 -5.998
H26 0.661 -1.636 -5.639
H27 0.137 -0.208 -6.682
H28 -2.092 1.523 -5.382
H29 -2.218 1.363 -3.542
H30 -2.721 0.066 -4.594

Properties
Kohn-Sham gap (spin up / spin down) ... 4.0 / 5.0 eV
Electronic energy ... -89822.3917 eV
<S²> ... 6.0576
Energy above the lowest of the compared OMol25 structures with the same formula, charge and spin ... 2.032 eV
Total charge ... +1
Spin multiplicity ... 5

=====

ORCA calculation (ωB97M-V/def2-TZVPD) on a molecular structure, C4H11N3O.

Positions of all 19 atoms, in Å:
C1 -2.713 -0.649 -0.289
C2 0.430 0.364 -0.097
C3 0.329 1.729 0.088
C4 1.720 -1.605 0.239
H1 -3.673 0.040 -0.253
H2 -2.925 -1.024 -1.425
H3 -2.543 -1.371 0.757
H4 -1.820 0.805 0.831
H5 1.112 2.358 -0.301
H6 0.370 1.874 1.324
H7 -0.836 2.342 -0.256
H8 1.610 -1.915 1.604
H9 2.947 -1.699 -0.220
H10 0.535 -2.110 -0.633
H11 3.150 0.947 -0.164
N1 -1.641 0.286 -0.150
N2 -0.494 -0.469 -0.405
N3 1.681 -0.084 0.094
O1 2.763 0.182 -0.743

Properties
Kohn-Sham gap ... 8.3 eV
Electronic energy ... -10833.3107 eV
Energy above the lowest of the compared OMol25 structures with the same formula, charge and spin ... 11.901 eV

=====

Among the records above, which one has the highest electronic energy?
C4H11N3O

=====

Which of these has the lowest energy above the lowest of the compared OMol25 structures with the same formula, charge and spin?
H21NO9

=====

Which value of electronic energy does entry 1 give?
-393716.7100 eV

=====

Look up the electronic energy of the second one.
-10899.9819 eV